This record from the OMol25 dataset describes a structure of composition C25H21N2O7Tm in a non-equilibrium geometry. The level of theory is the ωB97M-V functional and the def2-TZVPD basis.

```
56
Properties=species:S:1:pos:R:3:nbo_charge:R:1
C -0.3707 2.3065 0.4069 -0.2560
C 0.5451 1.8017 1.3741 -0.3805
C 1.8292 1.6666 0.7112 -0.3817
H 0.4015 1.7087 2.4421 0.2396
C 1.6606 2.0247 -0.6552 -0.3659
C 0.2839 2.3850 -0.8611 -0.3241
H -0.2596 2.6864 -1.7438 0.2364
H -1.3230 2.7546 0.6044 0.2154
H 2.7554 1.4627 1.2363 0.2177
H 2.4085 2.0310 -1.4493 0.2200
C -0.4221 -2.6655 -0.9072 -0.3968
C -1.6727 -2.0649 -0.6571 -0.2646
C -1.8782 -1.0000 -1.5654 -0.3354
H -2.3267 -2.4278 0.1351 0.2824
C -0.7702 -0.9517 -2.4285 -0.3366
C 0.1602 -1.9841 -2.0162 -0.4195
H 1.0868 -2.2739 -2.4809 0.2187
H -0.1418 -3.6267 -0.4521 0.2300
H -2.7043 -0.2880 -1.5971 0.2288
H -0.7133 -0.2499 -3.2639 0.2297
Tm 0.3834 -0.3192 -0.1037 1.7628
O 2.1868 -1.2887 -0.0689 -0.7533
C 3.4660 -1.6414 0.5202 -0.1145
C 4.0743 -0.8869 -0.6023 0.2365
H 3.5572 -1.1500 1.4738 0.2079
H 3.8068 -2.7124 0.4760 0.1983
H 4.1231 0.1920 -0.5671 0.2373
H 5.7976 0.2612 -2.2805 0.2230
C 5.7075 -0.8183 -2.4591 -0.1070
C 4.6722 -1.5480 -1.7339 -0.1951
C 4.5429 -2.8969 -2.1394 -0.1141
H 3.6952 -3.4761 -1.7187 0.2347
C 5.3646 -3.5181 -3.0881 -0.2282
H 5.2209 -4.5938 -3.3343 0.2402
C 6.4262 -2.8177 -3.6645 -0.1222
H 7.1276 -3.3140 -4.2985 0.2278
C 6.5916 -1.4301 -3.3617 -0.2343
H 7.4722 -0.8886 -3.7763 0.2397
O -3.3430 -1.3788 1.1169 -0.6534
C -2.7573 -0.3174 1.3202 0.7997
O -1.4857 -0.1397 1.1065 -0.8202
C -3.6475 0.7304 2.0033 -0.1521
C -3.3619 2.0830 2.0382 -0.0650
C -4.2974 3.0261 2.4991 -0.0088
C -5.5343 2.6299 3.0057 -0.1316
C -5.8192 1.2671 2.9802 -0.0091
C -4.9176 0.3212 2.4644 -0.0792
N -7.0656 0.7790 3.4891 0.5006
O -7.9467 1.5789 3.8859 -0.3701
O -7.2154 -0.4665 3.5297 -0.3687
N -3.9540 4.4098 2.3336 0.5057
O -2.8387 4.7013 1.8407 -0.3835
O -4.7681 5.2683 2.6974 -0.3628
H -2.3810 2.4163 1.7201 0.2397
H -6.2242 3.3686 3.4105 0.2783
H -5.2070 -0.7258 2.4533 0.2835
```

Its multiplicity is 3. Its HOMO energy (alpha / beta) is -7.5 / -7.5 eV. As for the energy above the lowest of the compared OMol25 structures with the same formula, charge and spin: 1.5667 eV. Its expectation value of S² is 2.00. The value obtained for the total energy is -73100.22239 eV.



This record from the OMol25 dataset describes a structure of composition C26H31Br2N3O2PPdS2. The level of theory is the ωB97M-V functional and the def2-TZVPD basis.

```
68
Properties=species:S:1:pos:R:3:nbo_charge:R:1
Pd -0.1191 -0.1346 0.0065 0.8034
C 2.6494 0.1818 -2.2612 -0.6780
C 2.9969 -0.0161 -0.8196 0.0814
N 2.1132 -0.0397 0.1472 -0.5103
C 2.7117 -0.0347 1.4025 0.0809
C 4.0646 -0.0694 1.3575 -0.4201
S 4.6059 -0.0622 -0.2605 0.5242
C 1.8616 0.0379 2.6058 0.1450
C 2.2553 0.1078 3.9034 -0.4506
S 0.8793 0.1429 4.9106 0.4930
C -0.1485 0.0707 3.5342 0.0838
N 0.5059 0.0226 2.4123 -0.5154
C -1.6389 0.0522 3.6475 -0.6576
H 1.5717 0.0843 -2.3868 0.2562
H 3.1618 -0.5314 -2.9056 0.2493
H 2.9448 1.1834 -2.5802 0.2528
H 4.7592 -0.0781 2.1822 0.2609
H 3.2546 0.1356 4.3079 0.2553
H -1.9581 0.1663 4.6811 0.2344
H -2.0303 -0.8871 3.2544 0.2387
H -2.0698 0.8461 3.0382 0.2572
Br -0.1594 6.6314 0.3179 0.1381
C -0.1153 4.7699 0.1488 -0.0614
C -1.2849 4.0532 -0.0122 -0.2139
C -1.2053 2.6772 -0.1173 0.0649
N -0.0479 2.0020 -0.0809 -0.4758
C 1.0754 2.7191 0.0689 0.0609
C 1.0916 4.0942 0.1854 -0.2681
H -2.2460 4.5455 -0.0494 0.2412
H -2.1024 2.0987 -0.2244 0.2385
H 2.0030 2.1748 0.0897 0.2080
H 2.0270 4.6206 0.3089 0.2460
C -2.6328 -4.2230 -0.0313 -0.6109
C -2.2378 -2.7517 -0.1788 -0.7407
P -0.4574 -2.3799 -0.0552 1.1786
C 0.2219 -3.3261 -1.4466 -0.7416
C 1.7289 -3.2562 -1.6789 -0.6024
C 0.0040 -3.2743 1.4643 -0.7368
C 1.4794 -3.2831 1.8618 -0.6032
H -3.7084 -4.3131 -0.1825 0.2360
H -2.4112 -4.6151 0.9602 0.2082
H -2.1505 -4.8635 -0.7704 0.2074
H -2.7430 -2.1435 0.5683 0.2646
H -2.5539 -2.3793 -1.1539 0.2551
H -0.3102 -2.9500 -2.3247 0.2534
H -0.0899 -4.3598 -1.2885 0.2400
H 2.0606 -2.2281 -1.7428 0.2038
H 1.9848 -3.7531 -2.6145 0.2304
H 2.2901 -3.7447 -0.8845 0.2108
H -0.3390 -4.3024 1.3345 0.2403
H -0.6015 -2.8201 2.2534 0.2389
H 2.0791 -3.8713 1.1686 0.2099
H 1.5953 -3.7292 2.8501 0.2281
H 1.8933 -2.2825 1.8986 0.2048
Br -8.6064 0.1903 -2.4457 0.0884
C -6.7891 0.1416 -1.9489 -0.0640
C -5.8142 0.2101 -2.9328 -0.2446
C -4.4797 0.1826 -2.5609 -0.1434
C -4.1251 0.0884 -1.2186 -0.2134
C -5.1171 0.0213 -0.2459 -0.1037
C -6.4555 0.0423 -0.6064 -0.2643
C -2.6827 0.0417 -0.8343 0.7622
O -1.8057 -0.0340 -1.7247 -0.7220
O -2.3724 0.0721 0.4001 -0.7653
H -6.0985 0.2837 -3.9733 0.2358
H -3.6984 0.2330 -3.3077 0.2394
H -4.8318 -0.0469 0.7958 0.2233
H -7.2325 -0.0135 0.1434 0.2340
```

Its multiplicity is 1. Its HOMO energy (alpha / beta) is -10.9 / -10.9 eV. As for the energy above the lowest of the compared OMol25 structures with the same formula, charge and spin: 0.9440 eV. As for the total charge: +1. The value obtained for the total energy is -210551.53105 eV.



This record from the OMol25 dataset describes a cluster of 5 separate species, H10O5 in total in a non-equilibrium geometry. The level of theory is the ωB97M-V functional and the def2-TZVPD basis.

```
15
Properties=species:S:1:pos:R:3:nbo_charge:R:1
O 0.5256 -9.9391 -1.2980 -0.9409
H 0.5703 -10.3315 -0.4427 0.4691
H 0.0626 -9.0926 -1.2222 0.4717
O -3.2039 -4.2075 4.8400 -0.9335
H -2.5414 -4.5006 5.4292 0.4651
H -2.8874 -3.3492 4.5071 0.4683
O -1.1318 4.2522 -0.7018 -0.9660
H -1.3524 3.8008 0.1301 0.4804
H -0.7178 5.1683 -0.6074 0.4856
O 7.1739 6.5615 2.4850 -0.9248
H 7.9726 6.2352 2.7467 0.4608
H 6.5330 6.1755 3.0361 0.4639
O -3.4282 3.3357 -6.1427 -0.9353
H -4.2773 3.0654 -5.8050 0.4674
H -3.2978 2.8259 -6.9545 0.4678
```

Its multiplicity is 1. Its HOMO energy is -11.4 eV. As for the energy above the lowest of the compared OMol25 structures with the same formula, charge and spin: 1.8627 eV. The value obtained for the total energy is -10398.98682 eV.



This record from the OMol25 dataset describes the ion C6H10N3 with charge +1 in a non-equilibrium geometry. The level of theory is the ωB97M-V functional and the def2-TZVPD basis.

```
19
Properties=species:S:1:pos:R:3:nbo_charge:R:1
C 2.9995 -1.3744 0.4196 -0.0048
N 1.9909 -1.2405 -0.3464 -0.3856
C 0.6045 -1.1914 0.0509 -0.3345
C 0.4408 0.1974 0.5616 0.2728
N -0.4879 0.9737 0.1197 -0.2251
C -0.5929 2.3031 0.5948 -0.4234
C -1.5627 0.5004 -0.7294 -0.3137
C -2.0280 -0.6659 -1.0490 0.4390
N -2.8491 -1.5282 -1.2449 -0.5162
H 3.9423 -1.3553 -0.0038 0.2005
H 2.8952 -1.1885 1.4642 0.1394
H 0.5071 -1.7339 0.9291 0.2394
H 0.1262 -1.4926 -0.7975 0.2450
H 1.1921 0.5717 1.2863 0.2395
H -1.4458 2.4528 1.2259 0.2437
H -0.7662 3.0134 -0.2992 0.2431
H 0.2001 2.6908 1.0941 0.2374
H -2.2327 1.1763 -1.2222 0.2827
H -2.9333 -2.1090 -2.0538 0.4207
```

Its multiplicity is 1. Its HOMO energy is -13.3 eV. As for the energy above the lowest of the compared OMol25 structures with the same formula, charge and spin: 4.6663 eV. As for the total charge: +1. The value obtained for the total energy is -10843.59639 eV.



This record from the OMol25 dataset describes a structure of composition C55H59AsCaN9O5S. The level of theory is the ωB97M-V functional and the def2-TZVPD basis.

```
131
Properties=species:S:1:pos:R:3:lowdin_charge:R:1
Ca 0.7342 -0.1388 -0.2773 1.3642
C 0.1708 1.5394 -3.8339 -0.1141
N -0.5331 2.1546 -2.7182 -0.2005
C -1.9684 2.0918 -2.9657 -0.2057
C -2.8559 2.4573 -1.7688 -0.1690
C -3.8893 1.3714 -1.4517 -0.2393
N -3.2354 0.3008 -0.7260 0.0632
C -3.6711 0.0919 0.4465 -0.1392
C -3.1438 -0.8054 1.4752 -0.1661
C -3.9343 -0.9695 2.6168 -0.0775
C -3.5381 -1.7316 3.6964 -0.1317
C -2.2770 -2.3352 3.6488 -0.1036
C -1.4688 -2.1863 2.5446 -0.0249
C -1.8672 -1.4299 1.4118 -0.4257
O -1.0917 -1.3488 0.3776 -0.3185
C -0.0127 3.5081 -2.5577 -0.2168
C -0.1277 4.1616 -1.1808 -0.1558
C 0.4285 3.3278 -0.0075 -0.2021
N 1.3382 2.2811 -0.4419 -0.0551
C 2.5935 2.4778 -0.3809 -0.1207
C 3.6458 1.5443 -0.7766 -0.1476
C 4.9484 1.8909 -0.3848 -0.0973
C 6.0417 1.0994 -0.6470 -0.1308
C 5.8334 -0.0999 -1.3406 -0.1032
C 4.5805 -0.4589 -1.7674 -0.0256
C 3.4266 0.3406 -1.5255 -0.4045
O 2.2762 -0.0275 -1.9764 -0.2553
H 0.0187 2.0981 -4.7757 0.0923
H -0.1958 0.5264 -3.9755 0.0166
H 1.2336 1.4762 -3.6082 0.0733
H -2.1872 1.0613 -3.2539 0.0811
H -2.2302 2.7230 -3.8371 0.1178
H -3.3684 3.4071 -1.9511 0.1060
H -2.2475 2.5759 -0.8727 0.0743
H -4.3094 0.9764 -2.3846 0.1093
H -4.7191 1.8078 -0.8720 0.0996
H -4.5505 0.6630 0.7901 0.1105
H -4.8954 -0.4628 2.6430 0.1015
H -4.1745 -1.8403 4.5651 0.0829
H -1.9224 -2.9158 4.4929 0.0963
H -0.4820 -2.6342 2.5138 0.1058
H -0.4653 4.1831 -3.3080 0.1201
H 1.0520 3.4589 -2.7914 0.1080
H -1.1574 4.4472 -0.9594 0.0830
H 0.4397 5.0954 -1.2579 0.1047
H -0.4004 2.8481 0.5129 0.0817
H 0.9210 3.9959 0.7110 0.1135
H 2.9738 3.4254 0.0315 0.1279
H 5.0817 2.8214 0.1605 0.1068
H 7.0308 1.3910 -0.3190 0.0859
H 6.6736 -0.7541 -1.5474 0.0941
H 4.4196 -1.3854 -2.3068 0.0997
N 8.0038 -0.4450 4.7662 0.0764
C 6.6619 -0.3228 4.3704 -0.3297
C 5.6516 -0.9505 5.0979 -0.0393
C 4.3269 -0.8072 4.7240 -0.0649
C 4.0018 -0.0180 3.6330 -0.2925
C 4.9965 0.6169 2.9061 -0.0456
C 6.3222 0.4636 3.2713 -0.0300
S 2.3193 0.1592 3.1201 0.5689
O 1.5021 -0.4655 4.1329 -0.3232
O 2.1057 1.5681 2.8730 -0.3313
N 2.1902 -0.5587 1.6947 -0.1729
C 2.3801 -1.8898 1.5362 -0.4815
N 2.9317 -2.6756 2.4752 0.1416
C 3.0937 -3.9504 2.1597 -0.1421
C 2.7183 -4.4972 0.9452 -0.0635
C 2.1276 -3.6179 0.0491 -0.1144
N 1.9585 -2.3390 0.3256 0.0686
H 8.2001 -1.2957 5.2704 0.0771
H 8.6588 -0.3157 4.0105 0.0779
H 5.9123 -1.5631 5.9540 0.1040
H 3.5328 -1.3111 5.2566 0.1083
H 4.7292 1.2132 2.0453 0.0908
H 7.1033 0.9496 2.6972 0.1045
H 3.5456 -4.5701 2.9305 0.1028
H 2.8551 -5.5431 0.7147 0.0885
H 1.7658 -3.9563 -0.9152 0.0846
C 1.8765 -5.2541 -3.4578 -0.1080
C 0.5728 -5.5996 -3.1214 -0.0973
C -0.3761 -4.6109 -2.8964 -0.0942
C -0.0246 -3.2672 -2.9936 -0.3665
C 1.2916 -2.9249 -3.3013 -0.1314
C 2.2333 -3.9159 -3.5475 -0.0997
As -1.2659 -1.7756 -2.7118 1.3987
C -2.8947 -2.7071 -2.2286 -0.3248
C -3.2185 -3.2214 -0.9828 -0.0832
C -4.4758 -3.7713 -0.7733 -0.0722
C -5.4077 -3.7944 -1.8060 -0.0891
C -5.0822 -3.2869 -3.0553 -0.0378
C -3.8192 -2.7477 -3.2754 -0.1990
C -3.3236 -2.2137 -4.5630 -0.1945
C -4.0295 -2.1852 -5.7610 -0.0362
C -3.4227 -1.7056 -6.9124 -0.0959
C -2.1072 -1.2566 -6.8784 -0.0943
C -1.4017 -1.2700 -5.6812 -0.1002
C -2.0079 -1.7413 -4.5267 -0.3071
H 2.6141 -6.0271 -3.6353 0.0953
H 0.2933 -6.6427 -3.0357 0.0966
H -1.3924 -4.8854 -2.6399 0.0981
H 1.5964 -1.8824 -3.3011 0.0769
H 3.2539 -3.6398 -3.7826 0.1001
H -2.4964 -3.1718 -0.1802 0.0932
H -4.7333 -4.1629 0.2026 0.1031
H -6.3931 -4.2104 -1.6355 0.0949
H -5.8137 -3.3152 -3.8542 0.0981
H -5.0509 -2.5443 -5.8026 0.0997
H -3.9748 -1.6882 -7.8438 0.0949
H -1.6338 -0.8937 -7.7819 0.0958
H -0.3773 -0.9188 -5.6559 0.0962
C -3.2467 4.9427 1.4222 -0.0463
N -2.5766 4.4508 2.6028 -0.0897
C -2.5026 5.3537 3.7299 -0.1825
C -1.4038 4.9215 4.6778 -0.1594
C -1.6013 3.4623 5.0293 -0.1672
N -1.6907 2.6601 3.8290 -0.0675
C -1.3029 1.2605 3.9547 -0.0066
C -2.1843 3.1229 2.6484 -0.4630
O -2.2615 2.4090 1.6517 0.0200
H -2.6745 5.7508 0.9545 0.0864
H -4.2392 5.3288 1.6789 0.0867
H -3.3521 4.1260 0.7151 0.0694
H -3.4657 5.3991 4.2601 0.1227
H -2.3012 6.3591 3.3483 0.1177
H -1.4158 5.5365 5.5787 0.1120
H -0.4337 5.0431 4.1903 0.1235
H -2.5015 3.3374 5.6483 0.1250
H -0.7552 3.0921 5.6112 0.1255
H -0.2341 1.1698 4.1470 0.0612
H -1.5421 0.7357 3.0360 0.0742
H -1.8600 0.7963 4.7717 0.0961
```

Its multiplicity is 1. Its HOMO energy is -4.7 eV. As for the total charge: -1. The value obtained for the total energy is -171761.08866 eV.



This record from the OMol25 dataset describes a cluster of 2 separate species, C7H13N3O4 in total in a non-equilibrium geometry. The level of theory is the ωB97M-V functional and the def2-TZVPD basis.

```
27
Properties=species:S:1:pos:R:3:nbo_charge:R:1
C -0.7175 1.4543 -0.6269 -0.0746
C -0.9010 0.5953 -1.6875 0.1557
C 0.2310 -0.4530 -0.0365 0.6001
C -1.7228 0.6845 -2.9453 -0.6493
C -1.5875 -2.5013 1.5465 -0.2477
C 0.7909 1.5208 1.3564 -0.2488
C 2.1828 1.9694 0.8450 -0.0590
N -0.3855 -0.5878 -1.2477 -0.5151
N 0.0220 0.8157 0.2828 -0.3108
N 0.8465 -1.5803 0.6102 0.4866
O 0.7446 -2.6308 -0.0457 -0.4282
O 1.7555 -1.3891 1.4588 -0.4835
O 2.6766 0.9541 -0.0092 -0.7465
O -1.0730 -1.2714 1.4908 -0.7111
H -1.0021 2.6097 -0.6632 0.2454
H -1.8881 1.8081 -3.0480 0.2458
H -2.5987 0.0445 -2.6975 0.2381
H -1.1876 0.0803 -3.7368 0.2376
H -1.3906 -3.1120 2.5384 0.1339
H -0.9437 -3.1132 0.8407 0.1757
H -2.6243 -2.5459 1.2733 0.1586
H 1.1180 0.7627 2.0153 0.2595
H 0.3351 2.4807 1.5807 0.2242
H 2.7817 2.0025 1.7540 0.1768
H 2.2009 2.9159 0.2932 0.1814
H -0.3915 -1.5787 -1.5360 0.4627
H 2.7283 0.0650 0.3941 0.4928
```

Its multiplicity is 1. Its HOMO energy (alpha / beta) is -7.9 / -7.9 eV. As for the energy above the lowest of the compared OMol25 structures with the same formula, charge and spin: 9.1049 eV. The value obtained for the total energy is -20123.03537 eV.



Copy entry 3 word for word.
This record from the OMol25 dataset describes a cluster of 5 separate species, H10O5 in total in a non-equilibrium geometry. The level of theory is the ωB97M-V functional and the def2-TZVPD basis.

```
15
Properties=species:S:1:pos:R:3:nbo_charge:R:1
O 0.5256 -9.9391 -1.2980 -0.9409
H 0.5703 -10.3315 -0.4427 0.4691
H 0.0626 -9.0926 -1.2222 0.4717
O -3.2039 -4.2075 4.8400 -0.9335
H -2.5414 -4.5006 5.4292 0.4651
H -2.8874 -3.3492 4.5071 0.4683
O -1.1318 4.2522 -0.7018 -0.9660
H -1.3524 3.8008 0.1301 0.4804
H -0.7178 5.1683 -0.6074 0.4856
O 7.1739 6.5615 2.4850 -0.9248
H 7.9726 6.2352 2.7467 0.4608
H 6.5330 6.1755 3.0361 0.4639
O -3.4282 3.3357 -6.1427 -0.9353
H -4.2773 3.0654 -5.8050 0.4674
H -3.2978 2.8259 -6.9545 0.4678
```

Its multiplicity is 1. Its HOMO energy is -11.4 eV. As for the energy above the lowest of the compared OMol25 structures with the same formula, charge and spin: 1.8627 eV. The value obtained for the total energy is -10398.98682 eV.



Which value of multiplicity does entry 5 give? 1